1.
This record from OMol25 describes a molecular structure, C50H42AsBrCl5INO5PS3SiZr. The level of theory is ωB97M-V/def2-TZVPD.

The HOMO energy is -2.42 eV. The net charge is -2. As for the LUMO energy: 0.132 hartree. Its electronic energy is -11642.802162 Eh. As for the HOMO-LUMO gap: 6.0 eV. The relative energy (zero: lowest compared OMol25 entry of this formula, charge and spin) is 13.8 kcal/mol.

Geometry as XYZ:
```
112
C50H42AsBrCl5INO5PS3SiZr (ωB97M-V/def2-TZVPD)
Zr 0.598 0.050 0.400
Cl -0.542 3.567 2.080
C -1.433 3.009 0.691
C -1.170 1.760 0.135
C -1.919 1.490 -1.005
Cl -1.617 -0.035 -1.806
C -2.895 2.313 -1.543
Cl -3.789 1.853 -2.949
C -3.141 3.539 -0.932
Cl -4.344 4.605 -1.566
C -2.390 3.895 0.180
Cl -2.652 5.445 0.903
S 0.182 0.328 2.991
C -1.276 0.158 3.971
C -0.953 0.120 5.349
C -1.903 0.024 6.339
C -3.254 -0.043 6.005
C -3.596 -0.019 4.670
C -2.642 0.063 3.644
As -3.359 0.152 1.826
C -4.692 1.556 2.251
C -6.063 1.462 2.031
C -6.899 2.549 2.264
C -6.376 3.749 2.722
C -5.010 3.853 2.952
C -4.180 2.768 2.719
C -4.582 -1.380 1.808
C -4.612 -2.381 2.772
C -5.433 -3.490 2.614
C -6.236 -3.616 1.489
C -6.197 -2.634 0.509
C -5.366 -1.533 0.666
H 0.096 0.167 5.610
H -1.591 0.002 7.377
H -4.019 -0.110 6.768
H -4.644 -0.061 4.397
H -6.493 0.531 1.685
H -7.964 2.454 2.087
H -7.025 4.598 2.900
H -4.584 4.784 3.304
H -3.115 2.863 2.912
H -3.967 -2.312 3.638
H -5.431 -4.267 3.369
H -6.870 -4.486 1.366
H -6.796 -2.733 -0.389
H -5.308 -0.793 -0.127
O 1.468 -1.205 -1.100
P 2.289 -2.264 -1.804
C 4.094 -2.018 -1.944
C 4.505 -0.921 -2.699
C 5.847 -0.603 -2.830
C 6.807 -1.407 -2.233
C 6.411 -2.508 -1.490
C 5.065 -2.803 -1.327
C 1.895 -1.812 -3.567
C 2.272 -2.650 -4.617
C 2.029 -2.293 -5.934
C 1.399 -1.087 -6.222
C 1.020 -0.247 -5.187
C 1.270 -0.608 -3.867
C 1.665 -3.963 -1.946
C 2.473 -5.093 -1.955
C 1.915 -6.345 -2.174
C 0.546 -6.477 -2.364
C -0.264 -5.350 -2.340
C 0.296 -4.097 -2.147
H 3.766 -0.304 -3.191
H 6.135 0.273 -3.400
H 7.859 -1.166 -2.333
H 7.147 -3.124 -0.989
H 4.775 -3.602 -0.666
H 2.757 -3.597 -4.405
H 2.328 -2.956 -6.737
H 1.204 -0.807 -7.251
H 0.528 0.695 -5.399
H 0.991 0.050 -3.054
H 3.535 -5.004 -1.776
H 2.552 -7.221 -2.178
H 0.111 -7.456 -2.521
H -1.335 -5.442 -2.463
H -0.340 -3.220 -2.122
I -0.945 -2.372 0.889
C 1.282 4.386 -0.727
Si 1.489 2.826 -1.750
C 3.228 2.896 -2.480
C 0.273 2.976 -3.194
O 1.197 1.434 -0.972
H 1.729 5.227 -1.268
H 1.761 4.308 0.248
H 0.227 4.617 -0.564
H 3.226 3.633 -3.289
H 3.537 1.939 -2.900
H 3.981 3.210 -1.754
H 0.732 3.421 -4.081
H -0.577 3.604 -2.911
H -0.128 1.999 -3.473
O 2.727 -3.049 0.121
S 3.192 -2.547 1.465
O 4.633 -2.703 1.579
O 2.419 -3.153 2.518
S 2.911 -0.489 1.492
Br 6.428 3.632 4.030
C 4.858 3.104 3.097
C 4.939 2.766 1.761
C 3.761 2.389 1.132
N 2.581 2.364 1.741
C 2.535 2.668 3.032
C 3.651 3.052 3.764
H 5.881 2.766 1.231
H 3.771 2.068 0.098
H 1.567 2.566 3.507
H 3.575 3.284 4.816
```


2.
This record from OMol25 describes a molecular structure, C50H42F8N6O4P2S2SiTi in a non-equilibrium geometry. The level of theory is ωB97M-V/def2-TZVPD.

The HOMO energy (alpha / beta) is -2.80 / -4.70 eV. The net charge is -1. As for the LUMO energy (alpha / beta): 0.062 / 0.062 hartree. As for the spin multiplicity: 2. Its electronic energy is -5977.035062 Eh. As for the HOMO-LUMO gap (alpha / beta): 4.5 / 6.4 eV. The relative energy (zero: lowest compared OMol25 entry of this formula, charge and spin) is 34.4 kcal/mol.

Geometry as XYZ:
```
116
C50H42F8N6O4P2S2SiTi (ωB97M-V/def2-TZVPD)
Ti 1.951 1.099 -1.368
C -0.038 -2.600 1.675
Si -1.619 -2.994 0.748
C -2.938 -3.169 1.937
C -2.956 -4.466 2.442
C -4.011 -4.880 3.249
C -4.887 -3.885 3.735
C -4.723 -2.563 3.324
C -3.697 -2.140 2.540
P -3.434 -0.337 2.451
C -4.299 0.334 3.886
C -4.040 -0.335 5.052
C -4.490 0.199 6.284
C -5.282 1.347 6.352
C -5.608 2.003 5.162
C -5.025 1.587 3.983
C -4.521 -0.025 0.962
C -5.883 0.131 1.243
C -6.835 0.302 0.249
C -6.454 0.132 -1.096
C -5.051 0.025 -1.383
C -4.121 0.005 -0.357
C -1.630 -4.467 -0.451
C -2.294 -5.726 -0.243
C -2.384 -6.643 -1.273
C -1.582 -6.535 -2.412
C -0.925 -5.293 -2.605
C -0.893 -4.290 -1.633
P 0.481 -3.159 -1.817
C 0.488 -2.610 -3.552
C -0.648 -1.906 -4.046
C -0.700 -1.469 -5.406
C 0.426 -1.597 -6.230
C 1.581 -2.095 -5.659
C 1.641 -2.538 -4.290
C 1.999 -4.130 -1.598
C 1.950 -5.492 -1.344
C 3.116 -6.264 -1.415
C 4.355 -5.665 -1.533
C 4.452 -4.296 -1.638
C 3.292 -3.573 -1.607
H 0.180 -1.539 1.556
H 0.928 -3.149 1.458
H -0.340 -2.811 2.750
H -2.131 -5.154 2.216
H -4.060 -5.896 3.638
H -5.728 -4.017 4.403
H -5.361 -1.823 3.771
H -3.469 -1.241 5.099
H -4.350 -0.363 7.246
H -5.571 1.750 7.294
H -6.338 2.789 5.180
H -5.156 2.173 3.010
H -6.309 0.009 2.254
H -7.843 0.418 0.472
H -7.142 0.234 -1.912
H -4.668 -0.110 -2.371
H -3.034 -0.039 -0.600
H -2.781 -5.946 0.693
H -3.006 -7.523 -1.115
H -1.633 -7.321 -3.161
H -0.456 -5.131 -3.576
H -1.508 -1.723 -3.335
H -1.588 -1.019 -5.762
H 0.427 -1.245 -7.302
H 2.541 -1.914 -6.180
H 2.572 -2.887 -3.818
H 0.996 -5.837 -1.065
H 3.077 -7.400 -1.264
H 5.237 -6.321 -1.510
H 5.432 -3.800 -1.796
H 3.373 -2.507 -1.500
F 4.275 3.298 -4.948
C 4.209 3.822 -3.715
F 2.907 4.213 -3.479
F 5.022 4.905 -3.681
S 4.769 2.779 -2.180
O 4.918 3.595 -1.037
O 3.770 1.600 -2.130
N 6.247 2.416 -2.709
S 6.226 1.497 -4.064
O 7.443 1.736 -4.900
O 1.806 -0.532 -1.099
C 6.834 -0.230 -3.128
F 7.034 -1.011 -4.214
F 5.947 -0.722 -2.214
F 8.004 -0.005 -2.467
F -1.959 -1.762 -0.301
C 0.040 3.671 -0.480
C 1.104 3.275 0.431
N 1.844 2.158 0.391
C 2.855 2.302 1.381
C 2.516 3.372 2.113
N 1.316 3.946 1.520
C 0.513 4.936 2.254
N 1.175 6.184 2.557
N 0.544 6.955 3.499
N 1.176 8.109 3.605
C 2.183 8.133 2.690
C 3.245 9.030 2.657
C 4.342 8.725 1.751
C 4.325 7.505 1.040
C 3.288 6.626 1.163
C 2.227 6.900 2.006
H -0.547 2.736 -0.541
H 0.344 3.701 -1.555
H -0.566 4.570 -0.118
H 3.660 1.586 1.541
H 2.975 3.805 2.938
H 0.221 4.545 3.299
H -0.512 4.937 1.757
H 3.285 10.006 3.187
H 5.101 9.425 1.632
H 5.097 7.242 0.340
H 3.220 5.710 0.568
F 0.523 1.635 -2.457
```